A molecular structure, C14H21F5IOP2Zr at a distorted geometry. Source: the OMol25 dataset; level of theory: wB97M-V/def2-TZVPD.

The HOMO-LUMO gap (spin up / spin down) is 3.815 / 3.981 eV. For the molar mass, the calculation gives 580.39 g/mol. The LUMO energy (spin up / spin down) is -14.51 / -14.35 eV. The calculation puts the HOMO energy (spin up / spin down) at -18.32 / -18.33 eV. The net charge is +3.

```
45
Properties=species:S:1:pos:R:3:lowdin_charge:R:1
C 1.34 2.17 -1.53 -0.31
I 3.61 1.45 -0.16 0.96
H 0.23 2.07 -1.25 0.01
H 1.64 1.82 -2.55 0.02
H 1.67 3.22 -1.45 0.05
Zr 1.09 0.32 -0.01 0.96
P 0.03 -0.07 -2.45 0.75
C 1.32 -0.95 -3.42 -0.20
C -1.46 -1.09 -2.51 -0.21
H -1.50 -1.66 -3.45 0.09
H -0.57 1.02 -4.57 0.10
H -2.35 -0.45 -2.48 0.07
H -1.54 1.62 -3.18 0.08
H 1.72 -1.77 -2.81 0.05
H -1.50 -1.79 -1.67 0.03
C -0.53 1.33 -3.52 -0.20
H 0.81 -1.37 -4.31 0.09
H 0.11 2.21 -3.51 0.05
H 2.14 -0.28 -3.76 0.08
P -0.29 1.91 1.67 0.75
C 0.81 2.26 3.10 -0.23
C -0.86 3.54 1.04 -0.23
H -2.70 1.61 1.79 0.07
H -1.99 1.71 3.41 0.09
H -1.86 0.21 2.48 0.04
C -1.85 1.30 2.40 -0.20
H -1.83 3.39 0.52 0.08
H -1.00 4.23 1.89 0.09
H 0.17 2.67 3.91 0.09
H 1.59 3.00 2.83 0.07
H -0.14 4.00 0.33 0.04
H 1.27 1.31 3.42 0.04
C 2.52 -1.46 0.75 -0.08
O 3.06 -2.44 1.17 0.20
F 0.56 -0.99 3.16 0.04
C -0.12 -1.81 2.28 -0.24
C 0.01 -1.64 0.88 -0.16
C -0.04 -2.85 0.16 -0.22
F 0.69 -3.03 -1.02 0.03
C -0.49 -4.06 0.71 -0.08
F -0.49 -5.19 -0.07 0.14
C -0.81 -4.11 2.06 -0.04
F -1.17 -5.29 2.63 0.18
C -0.58 -2.98 2.88 -0.09
F -0.70 -3.06 4.22 0.16
```

A molecular structure, C14H21N6SV. Source: the OMol25 dataset; level of theory: wB97M-V/def2-TZVPD.

The HOMO-LUMO gap (spin up / spin down) is 7.774 / 8.334 eV. For the molar mass, the calculation gives 356.37 g/mol. As for the relative energy (zero: lowest compared OMol25 entry of this formula, charge and spin): 0.0 kJ/mol. The LUMO energy (spin up / spin down) is -6.30 / -5.92 eV. The spin multiplicity is 3. The calculation puts the HOMO energy (spin up / spin down) at -14.07 / -14.26 eV. The net charge is +2.

```
43
Properties=species:S:1:pos:R:3:lowdin_charge:R:1
V 0.03 0.49 0.90 0.64
C 0.79 1.92 2.45 -0.15
C 0.12 2.71 1.49 -0.15
C -1.25 2.34 1.50 -0.16
C -1.43 1.32 2.45 -0.14
C -0.16 1.05 3.03 -0.15
H 1.83 2.01 2.73 0.13
H 0.55 3.52 0.92 0.12
H -2.03 2.78 0.90 0.12
H -2.36 0.85 2.72 0.13
H 0.04 0.34 3.83 0.13
C -1.93 -3.78 1.69 0.00
N -0.58 -3.73 1.13 -0.12
C 0.15 -5.00 0.97 0.00
C -0.08 -2.55 0.76 -0.37
N -0.66 -1.40 0.97 0.05
N 1.13 -2.59 0.07 0.18
C 2.01 -1.56 -0.18 -0.44
N 3.13 -1.92 -0.81 0.21
N 1.75 -0.34 0.18 0.04
H -2.19 -4.82 1.86 0.10
H -2.65 -3.36 0.99 0.11
H -1.99 -3.25 2.64 0.11
H -0.25 -5.71 1.69 0.10
H 1.20 -4.87 1.22 0.10
H 0.03 -5.41 -0.03 0.11
H -1.53 -1.53 1.48 0.07
H 1.38 -3.49 -0.31 0.14
H 3.36 -2.88 -1.02 0.13
H 3.81 -1.23 -1.07 0.13
H 2.54 0.27 0.00 0.10
S -1.04 0.83 -1.24 0.72
C -0.58 2.25 -2.12 -0.63
N -1.52 2.73 -2.97 0.07
C -1.37 3.80 -3.79 -0.02
C -0.19 4.48 -3.79 -0.01
C 0.82 4.04 -2.93 0.00
C 0.63 2.94 -2.12 -0.06
H -2.41 2.24 -2.98 0.15
H -2.22 4.04 -4.40 0.15
H -0.07 5.34 -4.44 0.13
H 1.77 4.55 -2.92 0.13
H 1.43 2.58 -1.48 0.11
```

2 unconnected molecules or ions with the total composition C14H21N7O6P. Source: the OMol25 dataset; level of theory: wB97M-V/def2-TZVPD.

The HOMO-LUMO gap is 7.696 eV. For the molar mass, the calculation gives 414.34 g/mol. The LUMO energy is -4.24 eV. The calculation puts the HOMO energy at -11.94 eV. The net charge is +1.

```
49
Properties=species:S:1:pos:R:3:lowdin_charge:R:1
N 2.72 0.60 3.01 -0.16
P 3.06 1.36 1.55 0.85
O 4.44 0.63 1.10 -0.30
C 1.81 0.52 0.43 -0.35
N 0.54 0.48 0.85 0.16
C -0.17 -0.11 -0.13 -0.28
N -1.46 -0.34 -0.08 0.18
C -2.25 -1.00 -1.09 -0.25
C -2.30 -2.38 -1.12 -0.02
C -3.03 -3.02 -2.10 -0.05
C -3.71 -2.27 -3.05 -0.06
C -3.67 -0.88 -3.00 -0.07
C -2.93 -0.24 -2.02 -0.04
N 0.67 -0.43 -1.15 -0.02
O 0.47 -0.99 -2.35 -0.02
N -0.18 0.07 -3.30 0.11
O -0.34 -0.41 -4.30 0.19
N 1.94 -0.02 -0.78 0.01
C 3.10 -0.16 -1.64 -0.07
C 3.47 -1.60 -1.94 -0.14
O 4.50 -1.96 -1.01 -0.05
C 4.52 -3.28 -0.65 -0.31
O 4.48 -4.18 -1.43 0.13
H 1.84 0.89 3.40 0.03
H 2.77 -0.42 3.00 0.05
H 4.38 -0.32 0.96 0.05
H -1.94 -0.02 0.76 0.14
H -1.76 -2.95 -0.37 0.12
H -3.05 -4.10 -2.13 0.11
H -4.27 -2.78 -3.82 0.11
H -4.20 -0.31 -3.74 0.11
H -2.89 0.84 -1.98 0.12
H 2.93 0.39 -2.57 0.14
H 3.92 0.33 -1.14 0.12
H 3.81 -1.69 -2.97 0.14
H 2.62 -2.27 -1.84 0.13
H 4.54 -3.42 0.44 0.15
C -2.54 1.55 3.02 -0.36
O -3.40 1.14 2.25 -0.01
N -2.07 2.80 3.03 -0.19
C -1.06 3.25 3.97 -0.05
C -2.60 3.75 2.05 -0.03
H -2.09 0.91 3.80 0.14
H -1.44 4.07 4.58 0.09
H -0.17 3.60 3.44 0.09
H -0.78 2.42 4.62 0.08
H -3.68 3.86 2.18 0.10
H -2.41 3.40 1.04 0.09
H -2.12 4.71 2.20 0.09
```

C14H21NO2 in the gas phase. Source: the OMol25 dataset; level of theory: wB97M-V/def2-TZVPD.

The HOMO-LUMO gap is 8.888 eV. Its SMILES is Cc1cccc(OCCCC(=O)NC(C)C)c1. For the molar mass, the calculation gives 235.33 g/mol. As for the relative energy (zero: lowest compared OMol25 entry of this formula, charge and spin): 0.0 kJ/mol. The LUMO energy is 0.72 eV. The calculation puts the HOMO energy at -8.17 eV.

```
38
Properties=species:S:1:pos:R:3:lowdin_charge:R:1
C -1.39 0.92 -3.09 -0.04
C -0.81 2.02 -2.25 -0.27
C -0.98 3.35 -2.61 -0.07
C -0.44 4.35 -1.82 -0.09
C 0.25 4.04 -0.67 -0.02
C 0.42 2.71 -0.29 -0.25
O 1.10 2.51 0.88 -0.04
C 1.30 1.20 1.34 -0.20
C 2.42 0.46 0.60 -0.15
C 2.43 -1.03 0.95 -0.10
C 1.16 -1.67 0.41 -0.51
O 0.85 -1.63 -0.76 0.05
N 0.39 -2.27 1.35 0.09
C -0.89 -2.89 1.04 -0.42
C -0.94 -4.30 1.62 -0.06
C -2.03 -2.02 1.58 -0.05
C -0.12 1.70 -1.09 0.02
H -0.89 -0.03 -2.87 0.07
H -1.28 1.14 -4.15 0.08
H -2.45 0.80 -2.87 0.08
H -1.51 3.60 -3.51 0.11
H -0.57 5.39 -2.10 0.10
H 0.67 4.81 -0.04 0.11
H 1.56 1.31 2.40 0.13
H 0.37 0.62 1.28 0.12
H 2.27 0.57 -0.48 0.11
H 3.38 0.92 0.85 0.12
H 2.53 -1.17 2.02 0.11
H 3.28 -1.50 0.45 0.13
H 0.66 -2.25 2.32 0.14
H -0.94 -2.93 -0.05 0.14
H -0.11 -4.89 1.24 0.08
H -0.87 -4.26 2.71 0.08
H -1.87 -4.78 1.35 0.08
H -2.99 -2.47 1.32 0.08
H -1.98 -1.03 1.14 0.07
H -1.97 -1.94 2.66 0.08
H 0.00 0.66 -0.84 0.09
```

C14H21NO4 in the gas phase at a distorted geometry. Source: the OMol25 dataset; level of theory: wB97M-V/def2-TZVPD.

The HOMO-LUMO gap is 9.211 eV. Its SMILES is CCOC(=O)C1=C(C)[C@H](C(=O)OCC)[C@H](C)N=C1C. For the molar mass, the calculation gives 267.32 g/mol. As for the relative energy (zero: lowest compared OMol25 entry of this formula, charge and spin): 315.6 kJ/mol. The LUMO energy is 0.45 eV. The calculation puts the HOMO energy at -8.76 eV.

```
40
Properties=species:S:1:pos:R:3:lowdin_charge:R:1
C 0.29 -0.72 4.99 -0.06
C -1.03 -1.36 4.47 -0.21
O -1.08 -1.48 3.07 0.02
C -1.22 -0.34 2.36 -0.46
O -1.44 0.77 2.84 0.12
C -1.05 -0.48 0.93 -0.05
C 0.20 -0.29 0.34 -0.11
C 1.40 0.01 1.14 -0.02
C 0.39 -0.40 -1.16 -0.13
C 1.45 0.50 -1.84 -0.38
O 1.72 1.60 -1.37 0.10
O 1.95 -0.04 -3.05 -0.02
C 3.02 0.75 -3.65 -0.21
C 2.48 1.88 -4.55 -0.06
C -0.95 -0.23 -1.89 -0.32
C -1.34 1.24 -2.12 -0.04
N -2.11 -0.83 -1.19 0.13
C -2.18 -0.84 0.11 -0.29
C -3.41 -1.32 0.76 -0.02
H 0.40 0.33 4.69 0.07
H 1.11 -1.26 4.60 0.05
H 0.30 -0.74 6.11 0.09
H -1.86 -0.73 4.82 0.13
H -1.12 -2.35 4.89 0.11
H 1.40 -0.33 2.19 0.08
H 2.24 -0.53 0.68 0.10
H 1.59 1.09 1.15 0.11
H 0.77 -1.44 -1.34 0.17
H 3.68 1.18 -2.89 0.12
H 3.66 0.10 -4.25 0.11
H 1.70 1.61 -5.23 0.07
H 2.14 2.66 -3.88 0.07
H 3.32 2.30 -5.11 0.07
H -0.88 -0.66 -2.91 0.14
H -0.82 1.57 -3.01 0.07
H -2.40 1.40 -2.27 0.08
H -1.05 1.86 -1.29 0.09
H -3.79 -0.68 1.56 0.09
H -4.25 -1.53 0.08 0.09
H -3.21 -2.28 1.23 0.08
```